1.
Below is the molecule C4H6O2, with properties calculated with ωB97M-V/def2-TZVPD.

E_LUMO, eV: 0.12
Structure (SMILES): CC(=O)CC=O
DFT total energy, Eh: -306.423869
Energy relative to the best compared isomer or geometry (same formula, charge and spin), eV: 2.243

Structure (ORCA input):
```
! wB97M-V def2-TZVPD RIJCOSX def2/J DEFGRID3
* xyz 0 1
C 0.76 -1.30 0.47
C 0.35 0.15 0.74
O 1.00 0.90 1.40
C -1.05 0.87 -0.07
C -0.29 0.58 -1.29
O -0.55 -0.19 -2.18
H 0.36 -1.69 -0.46
H 0.35 -1.86 1.31
H 1.85 -1.44 0.47
H -2.14 0.62 -0.15
H -0.93 1.87 0.34
H 0.75 0.92 -1.08
*
```

Table of Löwdin atomic charges, one value per atom, all in e: -0.0053 -0.3821 0.0957 -0.0024 -0.3759 0.0488 0.0765 0.0935 0.1006 0.1196 0.1000 0.1310

2.
Below is the molecule C4H6O2, with properties calculated with ωB97M-V/def2-TZVPD.

E_LUMO, eV: 0.71
Structure (SMILES): O=C1CC[C@@H]1O
DFT total energy, Eh: -306.455873
Energy relative to the best compared isomer or geometry (same formula, charge and spin), eV: 1.372

Structure (ORCA input):
```
! wB97M-V def2-TZVPD RIJCOSX def2/J DEFGRID3
* xyz 0 1
O 2.05 -0.34 0.39
C 0.77 -0.54 -0.14
C -0.50 -0.53 0.76
C -1.20 0.45 -0.22
C 0.14 0.62 -0.93
O 0.61 1.46 -1.65
H 2.19 0.61 0.51
H 0.81 -1.47 -0.73
H -0.99 -1.50 0.89
H -0.31 -0.12 1.75
H -1.58 1.39 0.20
H -1.99 -0.01 -0.82
*
```

Table of Löwdin atomic charges, one value per atom, all in e: 0.0046 -0.3087 -0.1039 -0.0779 -0.3469 0.1198 0.1037 0.1583 0.1042 0.1130 0.1174 0.1165

3.
Below is a cluster of 2 separate species, C4H6O2 in total, with properties calculated with ωB97M-V/def2-TZVPD.

E_LUMO, eV: 0.37
DFT total energy, Eh: -306.271737
Energy relative to the best compared isomer or geometry (same formula, charge and spin), eV: 6.383

Structure (ORCA input):
```
! wB97M-V def2-TZVPD RIJCOSX def2/J DEFGRID3
* xyz 0 1
O -0.64 -2.05 0.64
C -1.27 -0.89 0.57
C 0.17 0.87 0.79
C 0.87 1.51 -0.30
O 1.03 2.61 -0.76
C 0.63 0.16 -0.77
H -0.59 -2.54 -0.20
H -1.60 -0.72 -0.49
H 0.72 0.33 1.56
H -0.74 1.36 1.17
H 0.12 -0.01 -1.73
H 1.31 -0.64 -0.48
*
```

Table of Löwdin atomic charges, one value per atom, all in e: -0.0672 -0.0614 -0.0367 -0.4949 0.0984 -0.0022 0.1047 0.0285 0.1118 0.1073 0.1104 0.1011

The calculation returns the following highest occupied orbital energy values, one per record and in order: -9.819, -9.726, -8.379 eV.